No. 1
This record from the OMol25 dataset describes a structure of composition C3H8N3O in a non-equilibrium geometry. The level of theory is the ωB97M-V functional and the def2-TZVPD basis.

Cartesian coordinates (Å):
C1 -0.444 -1.753 0.227
C2 -0.331 0.836 -0.119
C3 1.141 0.425 -0.073
N1 1.171 -0.902 -0.173
N2 2.316 1.155 0.120
N3 -1.224 -0.478 -0.037
O1 2.131 -1.670 -0.066
H1 -0.532 -2.473 -0.527
H2 -0.449 -2.085 1.215
H3 -0.331 1.608 0.648
H4 -0.722 1.363 -0.945
H5 3.065 0.453 0.281
H6 2.639 2.042 -0.341
H7 -1.555 -0.567 -1.103
H8 -2.084 -0.437 0.544

Values from the calculation:
Gap between HOMO and LUMO (spin up / spin down) in eV: 6.50 / 8.32
<S²>: 2.02
LUMO level (spin up / spin down) in eV: -3.55 / -5.78
Electronic energy in eV: -9745.01616
Energy relative to the best compared isomer or geometry (same formula, charge and spin) in eV: 2.938
Multiplicity: 3
Total charge: +1

***

No. 2
This record from the OMol25 dataset describes a cluster of 5 separate species, C2H15NO4 in total in a non-equilibrium geometry. The level of theory is the ωB97M-V functional and the def2-TZVPD basis.

Cartesian coordinates (Å):
C1 -1.300 1.371 -2.867
C2 -1.730 0.469 -1.698
N1 -0.575 -0.006 -0.907
H1 -0.911 0.838 -3.722
H2 -0.531 2.069 -2.532
H3 -2.142 1.993 -3.172
H4 -2.203 -0.423 -2.086
H5 -2.446 1.028 -1.105
H6 -0.537 0.464 -0.013
H7 0.317 0.280 -1.311
O1 -2.249 1.580 1.556
H8 -1.761 0.772 1.753
H9 -2.319 2.017 2.416
O2 1.827 -0.798 1.976
H10 0.988 -0.403 2.232
H11 1.862 -1.584 2.540
O3 4.490 0.089 0.693
H12 3.726 -0.328 1.131
H13 4.880 0.647 1.375
O4 -0.951 -2.582 0.410
H14 -0.282 -3.186 0.070
H15 -0.829 -1.769 -0.118

Values from the calculation:
Gap between HOMO and LUMO in eV: 9.97
LUMO level in eV: 0.17
Electronic energy in eV: -11997.35260
Energy relative to the best compared isomer or geometry (same formula, charge and spin) in eV: 0.800
SMILES: CCN.O.O.O.O

***

No. 3
This record from the OMol25 dataset describes a structure of composition C8H9ClO2 in a non-equilibrium geometry. The level of theory is the ωB97M-V functional and the def2-TZVPD basis.

Cartesian coordinates (Å):
C1 -2.206 -1.571 -0.001
C2 -1.778 -1.373 -1.358
C3 -1.395 -1.128 1.033
C4 -0.408 -0.953 -1.509
C5 -0.115 -0.786 0.848
C6 0.446 -0.844 -0.401
C7 1.997 1.989 0.884
C8 1.826 -0.455 -0.593
O1 2.367 -0.588 -1.783
O2 1.935 1.426 -0.348
Cl1 2.916 -0.972 0.732
H1 -3.193 -2.032 0.203
H2 -2.383 -1.610 -2.230
H3 -1.868 -1.210 2.065
H4 -0.022 -0.907 -2.609
H5 0.557 -0.629 1.653
H6 1.535 1.328 1.535
H7 1.391 2.963 0.777
H8 3.026 2.333 1.346
H9 3.126 -0.082 -1.758

Values from the calculation:
Gap between HOMO and LUMO in eV: 9.17
LUMO level in eV: 0.03
Electronic energy in eV: -25056.55297
Energy relative to the best compared isomer or geometry (same formula, charge and spin) in eV: 1.044

***

No. 4
This record from the OMol25 dataset describes a cluster of 8 separate species, C5H28N2O7 in total in a non-equilibrium geometry. The level of theory is the ωB97M-V functional and the def2-TZVPD basis.

Cartesian coordinates (Å):
C1 -2.157 -2.820 -0.589
C2 -0.994 -2.198 0.071
C3 0.365 -2.953 -0.258
C4 0.378 -4.115 0.752
N1 1.489 -2.059 0.007
C5 2.396 -1.944 -1.167
N2 3.545 -1.114 -0.829
H1 -2.557 -3.755 -0.170
H2 -3.059 -2.153 -0.725
H3 -1.964 -3.078 -1.643
H4 -0.810 -1.183 -0.285
H5 -1.005 -1.988 1.137
H6 0.458 -3.401 -1.258
H7 0.499 -3.879 1.805
H8 -0.524 -4.748 0.727
H9 1.166 -4.818 0.506
H10 2.018 -2.147 0.873
H11 2.469 -2.964 -1.571
H12 1.884 -1.370 -1.980
H13 3.529 -1.051 0.169
H14 3.515 -0.196 -1.228
O1 0.984 2.753 3.069
H15 0.881 1.931 2.534
H16 0.088 2.842 3.421
O2 1.323 0.379 1.985
H17 0.419 0.239 1.683
H18 1.926 -0.093 1.404
O3 -0.176 0.760 -2.917
H19 0.719 1.086 -3.066
H20 -0.113 -0.192 -3.047
O4 -1.205 2.445 0.007
H21 -0.278 2.234 -0.133
H22 -1.269 3.411 -0.002
O5 -2.237 2.743 -2.832
H23 -1.482 2.152 -2.618
H24 -2.643 2.637 -1.960
O6 -3.815 1.288 1.380
H25 -3.347 0.805 2.075
H26 -3.159 1.151 0.674
O7 0.718 4.334 0.922
H27 1.516 4.340 0.394
H28 0.820 3.833 1.761

Values from the calculation:
Gap between HOMO and LUMO in eV: 9.31
LUMO level in eV: -0.11
Electronic energy in eV: -22950.91231
Energy relative to the best compared isomer or geometry (same formula, charge and spin) in eV: 1.794
SMILES: CC[C@H](C)NCN.O.O.O.O.O.O.O